Computed, not measured: a 2-piece molecular cluster, C5H10N overall, with ωB97M-V with the def2-TZVPD basis set.

```
16
C5H10N, DFT ωB97M-V with the def2-TZVPD basis set
C -1.285 -0.522 2.510
C -2.443 -0.803 1.962
C -0.297 -0.071 -0.019
C 0.658 -0.021 -2.177
C 1.799 0.861 -0.138
N 0.707 0.234 -0.757
H -2.662 -0.559 0.857
H -3.232 -0.866 2.634
H -0.376 -0.466 2.992
H -1.199 -0.385 -0.433
H 0.581 0.913 -2.724
H 1.617 -0.558 -2.496
H -0.165 -0.778 -2.497
H 2.353 1.456 -0.877
H 1.376 1.462 0.693
H 2.568 0.105 0.469
```

The value obtained for the strongest force on any atom is 5.0 eV Å⁻¹. For the HOMO energy (alpha / beta), the calculation gives -0.4843 / -0.5092 Ha. Its spin multiplicity is 1. Its total charge is +1.